DFT (wB97M-V/def2-TZVPD) results for a 9-piece molecular cluster, C62H65F8N2 overall.

Atoms and positions in Å:
C  -2.4458  1.9368  4.8662
C  -3.2357  1.7098  3.5706
C  -3.7298  3.0454  3.0063
C  -4.9888  2.9343  2.1572
C  -5.7345  4.2513  1.9017
C  -4.8685  5.4800  1.5245
C  -4.9972  6.6671  2.5013
C  -3.9376  6.7218  3.5946
C  -2.6102  7.3792  3.1961
C  -2.0513  6.9350  1.8842
C  -2.4079  7.5786  0.7071
N  -1.8858  7.1824  -0.4538
C  -1.0199  6.1636  -0.5684
C  -0.6379  5.4614  0.5659
N  0.2554  4.3803  0.4786
C  -1.1642  5.8735  1.7835
H  -3.1112  1.9844  5.7199
H  -1.6771  1.1908  5.0259
H  -1.9517  2.9053  4.8043
H  -2.6190  1.1854  2.8505
H  -4.1209  1.1253  3.7936
H  -2.9306  3.5324  2.4479
H  -3.9658  3.6752  3.8612
H  -5.6717  2.2831  2.6966
H  -4.7685  2.4237  1.2206
H  -6.4478  4.0738  1.1048
H  -6.3076  4.4909  2.7931
H  -5.2058  5.8287  0.5501
H  -3.8373  5.1684  1.3811
H  -5.9621  6.5822  2.9866
H  -5.0060  7.6122  1.9627
H  -3.7210  5.7459  4.0112
H  -4.3236  7.3186  4.4142
H  -1.8811  7.1311  3.9602
H  -2.7290  8.4577  3.1733
H  -3.1001  8.4005  0.6951
H  -2.1585  7.6712  -1.2953
H  -0.6615  5.9304  -1.5555
H  -0.1091  3.6726  1.1103
H  0.1346  3.9802  -0.4502
H  -0.8744  5.3362  2.6739
F  4.7983  0.7366  -3.1189
C  3.7110  1.0440  -2.3939
C  3.7281  2.1787  -1.6078
C  2.6008  2.4907  -0.8609
C  1.4847  1.6656  -0.9068
C  1.4884  0.5307  -1.7053
C  2.6079  0.2154  -2.4587
H  4.6117  2.8022  -1.5847
H  2.5969  3.3795  -0.2452
H  0.6068  1.8976  -0.3206
H  0.6202  -0.1140  -1.7410
H  2.6309  -0.6631  -3.0897
F  -3.0918  8.6410  6.2297
C  -3.5579  8.0079  7.3344
C  -4.4627  8.6603  8.1447
C  -4.9396  8.0029  9.2693
C  -4.5050  6.7184  9.5669
C  -3.5918  6.0851  8.7361
C  -3.1124  6.7307  7.6052
H  -4.7828  9.6636  7.8976
H  -5.6521  8.4969  9.9152
H  -4.8770  6.2127  10.4471
H  -3.2477  5.0867  8.9692
H  -2.4011  6.2543  6.9427
F  1.2972  -4.2830  2.6860
C  1.9893  -4.0932  1.5409
C  2.4419  -5.1936  0.8400
C  3.1467  -4.9916  -0.3374
C  3.3949  -3.7020  -0.7891
C  2.9318  -2.6133  -0.0658
C  2.2186  -2.8039  1.1095
H  2.2432  -6.1901  1.2120
H  3.5011  -5.8412  -0.9042
H  3.9464  -3.5484  -1.7068
H  3.1263  -1.6088  -0.4162
H  1.8427  -1.9684  1.6852
F  2.7541  -5.1671  -3.5508
C  3.4462  -4.9703  -4.7005
C  3.8949  -6.0669  -5.4063
C  4.5986  -5.8578  -6.5831
C  4.8462  -4.5670  -7.0290
C  4.3871  -3.4799  -6.2987
C  3.6754  -3.6790  -5.1256
H  3.6954  -7.0642  -5.0370
H  4.9565  -6.7057  -7.1507
H  5.4015  -4.4092  -7.9437
H  4.5830  -2.4732  -6.6420
H  3.2991  -2.8464  -4.5460
F  -0.8006  3.1812  -2.3018
C  -2.1466  3.0340  -2.4270
C  -2.6466  2.6329  -3.6481
C  -4.0182  2.4893  -3.7895
C  -4.8634  2.7555  -2.7199
C  -4.3356  3.1601  -1.5034
C  -2.9625  3.2974  -1.3459
H  -1.9693  2.4382  -4.4687
H  -4.4271  2.1692  -4.7376
H  -5.9326  2.6449  -2.8351
H  -4.9930  3.3692  -0.6702
H  -2.5344  3.6014  -0.3978
F  2.4712  -10.9201  3.8152
C  1.6526  -9.8777  4.0546
C  0.4814  -10.0937  4.7519
C  -0.3558  -9.0153  4.9978
C  -0.0179  -7.7482  4.5426
C  1.1643  -7.5560  3.8410
C  2.0122  -8.6266  3.5956
H  0.2353  -11.0902  5.0928
H  -1.2750  -9.1666  5.5473
H  -0.6751  -6.9108  4.7344
H  1.4260  -6.5697  3.4860
H  2.9426  -8.4998  3.0576
F  9.2175  -4.9374  -7.6218
C  9.2585  -5.5336  -6.4128
C  8.3419  -5.1571  -5.4530
C  8.3820  -5.7755  -4.2121
C  9.3356  -6.7488  -3.9471
C  10.2498  -7.1079  -4.9282
C  10.2137  -6.5009  -6.1752
H  7.6090  -4.3935  -5.6788
H  7.6653  -5.4959  -3.4515
H  9.3661  -7.2269  -2.9774
H  10.9956  -7.8638  -4.7234
H  10.9125  -6.7702  -6.9556
F  0.8693  -3.7891  -6.5203
C  -0.2515  -4.2802  -5.9513
C  -1.4750  -3.9575  -6.5034
C  -2.6252  -4.4657  -5.9169
C  -2.5386  -5.2759  -4.7930
C  -1.2961  -5.5832  -4.2551
C  -0.1382  -5.0873  -4.8372
H  -1.5195  -3.3221  -7.3779
H  -3.5916  -4.2298  -6.3417
H  -3.4382  -5.6691  -4.3391
H  -1.2252  -6.2125  -3.3782
H  0.8355  -5.3220  -4.4380

Atomic forces in eV per Å
C 0.019 0.245 -0.487
C -0.013 0.544 0.350
C -0.295 -0.254 0.063
C 0.054 0.065 0.036
C 0.567 0.022 0.064
C -0.512 -0.006 -0.209
C 0.381 -0.583 0.041
C -0.044 0.355 0.020
C -0.014 -0.175 -0.017
C 0.127 -0.040 -0.346
C 0.048 -0.023 0.415
N 0.162 -0.182 0.041
C -0.013 0.050 0.098
C 0.240 -0.019 -0.292
N -1.474 0.223 -0.260
C -0.101 0.176 0.115
H -0.061 -0.087 0.220
H 0.005 -0.225 0.172
H 0.239 0.114 0.074
H -0.044 -0.227 -0.252
H -0.018 -0.450 -0.080
H 0.216 0.171 -0.012
H 0.004 0.240 0.149
H -0.182 -0.188 -0.020
H 0.103 -0.061 -0.102
H -0.315 -0.004 -0.062
H -0.138 0.048 0.139
H 0.017 0.028 -0.222
H 0.161 0.042 0.087
H -0.292 0.118 0.015
H -0.025 0.183 -0.088
H -0.126 -0.344 -0.050
H -0.009 0.051 0.234
H 0.163 0.222 0.194
H -0.008 0.199 0.059
H -0.074 0.179 -0.139
H -0.010 0.023 -0.077
H 0.032 -0.058 -0.172
H 0.566 -0.165 0.235
H 0.573 -0.119 -0.069
H 0.056 -0.041 0.205
F 0.012 -0.007 -0.014
C -0.115 0.037 0.070
C 0.096 0.113 0.015
C -0.014 -0.108 -0.053
C 0.082 -0.021 0.000
C -0.008 0.055 0.030
C -0.019 -0.135 -0.123
H 0.008 -0.020 -0.015
H 0.045 -0.001 0.040
H -0.028 -0.090 0.034
H 0.007 -0.022 -0.008
H 0.023 0.003 0.003
F 0.031 0.006 -0.061
C -0.060 -0.096 0.141
C -0.057 0.153 -0.048
C 0.053 -0.088 -0.016
C -0.019 -0.009 0.027
C -0.051 0.054 0.021
C 0.082 -0.067 -0.118
H 0.013 -0.005 -0.014
H -0.001 0.023 0.005
H 0.001 -0.004 0.006
H 0.006 -0.013 -0.009
H 0.018 0.026 0.013
F -0.006 0.008 0.001
C 0.072 0.011 -0.142
C -0.023 -0.155 0.057
C -0.003 0.131 0.028
C 0.023 -0.009 -0.043
C 0.030 -0.060 -0.001
C -0.063 0.128 0.057
H -0.033 0.011 0.001
H -0.005 -0.019 -0.002
H 0.003 -0.009 -0.005
H -0.001 0.023 0.024
H 0.013 -0.019 0.026
F 0.142 -0.019 0.023
C 0.177 0.036 -0.155
C -0.055 -0.175 0.084
C -0.002 0.099 0.004
C 0.044 0.004 -0.051
C 0.025 -0.086 -0.015
C -0.008 0.141 0.156
H -0.015 0.013 0.008
H 0.010 -0.019 0.008
H 0.001 0.001 -0.006
H -0.020 0.017 -0.005
H -0.019 -0.023 0.008
F -0.041 0.135 0.154
C -0.198 -0.034 -0.157
C 0.116 -0.028 -0.131
C -0.031 0.032 0.106
C -0.021 -0.002 -0.025
C -0.040 0.012 -0.066
C 0.111 0.073 0.112
H 0.017 -0.013 0.023
H 0.009 -0.001 -0.019
H -0.009 -0.003 0.001
H 0.019 0.004 -0.030
H -0.019 -0.037 0.013
F 0.014 -0.016 -0.006
C -0.078 0.099 0.023
C -0.051 -0.124 0.055
C 0.057 0.063 -0.050
C -0.040 0.018 0.008
C -0.046 -0.084 0.049
C 0.108 0.050 -0.086
H 0.027 -0.004 -0.003
H -0.012 -0.020 0.002
H 0.003 0.009 -0.001
H 0.016 0.027 0.028
H 0.004 -0.031 0.006
F -0.007 0.009 -0.022
C 0.010 -0.072 0.130
C -0.160 0.142 -0.012
C 0.087 -0.068 -0.025
C -0.009 -0.019 0.036
C -0.072 0.049 0.029
C 0.098 -0.049 -0.094
H -0.002 -0.018 -0.025
H -0.011 0.023 0.001
H 0.005 -0.005 0.004
H 0.009 -0.015 -0.013
H -0.005 0.025 -0.008
F -0.026 0.009 -0.011
C -0.149 -0.053 0.052
C -0.019 0.095 -0.113
C 0.050 -0.036 0.070
C -0.035 -0.006 0.023
C -0.075 0.060 -0.081
C 0.049 -0.035 0.010
H 0.026 -0.017 -0.008
H -0.006 0.012 -0.015
H -0.002 -0.007 0.001
H 0.019 -0.019 0.002
H -0.048 0.010 0.008

E_tot: -90062.707 eV
lowest unoccupied orbital energy: -3.93 eV
total charge: +1

Atomic partial charges in e from the Mulliken method, atoms 1 to 5: number 1, C, carries -1.21; number 2, C, carries -0.54; number 3, C, carries 0.37; number 4, C, carries -0.71; number 5, C, carries -1.55